i.
Entry from the OMol25 dataset: C2H4N2S2 in the gas phase (ωB97M-V/def2-TZVPD).

Each atom is followed by the atoms it is bonded to, with distances in Å.
CARTESIAN COORDINATES (ANGSTROEM)
1 S -1.74718 0.64174 0.06991  N3 1.790, C5 1.814
2 S 0.58825 -0.73671 1.13236  C5 1.828, C6 1.813
3 N -0.36819 0.44808 -1.05542  S1 1.790, C6 1.396, H7 1.025
4 N 1.22722 -1.13530 -1.57492  C6 1.285, H10 1.011
5 C -0.58131 0.62906 1.45965  S1 1.814, S2 1.828, H8 1.080, H9 1.088
6 C 0.52067 -0.55731 -0.67074  S2 1.813, N3 1.396, N4 1.285
7 H -0.47834 0.50348 -2.07277  N3 1.025
8 H -1.07468 0.38118 2.38732  C5 1.080
9 H -0.00579 1.55276 1.46125  C5 1.088
10 H 1.91935 -1.72698 -1.13663  N4 1.011

Results
- 2S+1 = 1
- SMILES string = [H]/N=C1/NSCS1
- HOMO-LUMO gap (eV) = 9.05
- net charge = 0

ii.
Entry from the OMol25 dataset: C2H4N2S2 in the gas phase (ωB97M-V/def2-TZVPD).

Each atom is followed by the atoms it is bonded to, with distances in Å.
CARTESIAN COORDINATES (ANGSTROEM)
1 S -3.81083 -0.34445 0.02018  C6 1.606
2 S -1.34509 1.30673 0.05276  C5 1.730, C6 1.731
3 N 0.71195 -0.33235 0.08374  N4 1.398, C5 1.257
4 N 2.06732 -0.63341 -0.08011  N3 1.398, H8 0.991, H9 1.013
5 C 0.32074 0.85328 -0.06473  S2 1.730, N3 1.257, H10 1.103
6 C -2.21542 -0.18533 -0.06530  S1 1.606, S2 1.731, H7 1.091
7 H -1.56260 -1.02146 -0.32167  C6 1.091
8 H 2.20993 -1.47291 0.42632  N4 0.991
9 H 2.66514 0.11142 0.25900  N4 1.013
10 H 0.95886 1.71848 -0.31019  C5 1.103

Results
- 2S+1 = 1
- SMILES string = N/N=C/SC=S
- HOMO-LUMO gap (eV) = 8.36
- net charge = 0

Verdict on stability: i comes out on top.

i.
Entry from the OMol25 dataset: a gas-phase ion, C8H17N2O (charge +1) (ωB97M-V/def2-TZVPD).

Each atom is followed by the atoms it is bonded to, with distances in Å.
CARTESIAN COORDINATES (ANGSTROEM)
1 O 2.05284 -0.42042 2.03473  C4 1.366, H14 1.034
2 N 1.98679 -1.14818 -0.22411  C4 1.494, C9 1.453, H24 0.971
3 N -1.17879 1.00300 -0.13802  C5 1.277, C11 1.448, H16 1.022
4 C 2.73897 -0.43873 0.85386  O1 1.366, N2 1.494, C10 1.577, H25 1.118
5 C -1.74456 0.40366 0.83755  N3 1.277, C6 1.512, H22 1.022
6 C -3.25007 0.43863 0.96927  C5 1.512, C8 1.563, H17 1.025, H19 1.070
7 C -0.24265 -1.48042 -1.36937  C9 1.330, H15 1.041, H23 1.140
8 C -4.10468 0.73172 -0.30608  C6 1.563, H12 1.051, H13 1.106, H28 1.085
9 C 0.65439 -0.78520 -0.67612  N2 1.453, C7 1.330, C11 1.727
10 C 4.17676 -1.07456 0.97641  C4 1.577, H21 1.090, H26 1.081, H27 1.036
11 C 0.23739 0.86881 -0.40929  N3 1.448, C9 1.727, H18 1.107, H20 1.097
12 H -5.10960 0.96097 -0.09818  C8 1.051
13 H -3.93321 -0.10559 -1.00784  C8 1.106
14 H 2.24870 -1.24743 2.62380  O1 1.034
15 H -1.07868 -1.04471 -1.81106  C7 1.041
16 H -1.79853 1.46968 -0.80287  N3 1.022
17 H -3.30537 1.14062 1.71412  C6 1.025
18 H 0.62049 1.39539 -1.30434  C11 1.107
19 H -3.63369 -0.48108 1.35900  C6 1.070
20 H 0.85551 1.14630 0.45294  C11 1.097
21 H 4.72698 -0.76221 1.86448  C10 1.090
22 H -1.09537 0.05237 1.54463  C5 1.022
23 H -0.19281 -2.59159 -1.61839  C7 1.140
24 H 2.08612 -2.11310 -0.26266  N2 0.971
25 H 2.76587 0.57903 0.39288  C4 1.118
26 H 4.78502 -0.86951 0.10604  C10 1.081
27 H 3.96143 -2.08065 1.10142  C10 1.036
28 H -3.74129 1.56525 -0.89847  C8 1.085

Results
- 2S+1 = 1
- SMILES string = C=C(C/[NH+]=C/CC)N[C@H](C)O
- HOMO-LUMO gap (eV) = 7.76
- net charge = +1

ii.
Entry from the OMol25 dataset: a gas-phase ion, C8H17N2O (charge +1) (ωB97M-V/def2-TZVPD).

Each atom is followed by the atoms it is bonded to, with distances in Å.
CARTESIAN COORDINATES (ANGSTROEM)
1 O 3.28879 1.71541 0.92535  C7 1.438, H20 0.966
2 N 1.92538 0.13277 -0.27485  C4 1.478, C7 1.458, C9 1.351
3 N -0.47274 -0.41882 -0.09118  C8 1.406, C9 1.352, H28 1.021
4 C 3.21320 -0.54204 -0.53893  N2 1.478, H14 1.108, H17 1.095, H21 1.116
5 C -3.70805 1.42665 -0.35954  C6 1.436, H22 1.101, H24 1.077, H25 1.050
6 C -2.66097 0.47099 -0.13132  C5 1.436, C8 1.364, C11 1.482
7 C 2.26976 1.53468 -0.07355  O1 1.438, N2 1.458, H18 1.058, H23 1.137
8 C -1.33675 0.64429 -0.40830  N3 1.406, C6 1.364, H12 1.025
9 C 0.85537 -0.61864 0.06624  N2 1.351, N3 1.352, C10 1.470
10 C 1.04028 -2.05467 0.32192  C9 1.470, H15 1.126, H19 1.162, H27 1.128
11 C -3.12935 -0.67758 0.67881  C6 1.482, H13 1.175, H16 1.091, H26 1.034
12 H -1.03715 1.51063 -0.86705  C8 1.025
13 H -2.55840 -1.01312 1.64913  C11 1.175
14 H 3.98376 0.20970 -0.79952  C4 1.108
15 H 0.16403 -2.59893 0.77383  C10 1.126
16 H -4.14930 -0.53009 1.03548  C11 1.091
17 H 3.73499 -1.01850 0.29708  C4 1.095
18 H 2.65918 1.86756 -0.99891  C7 1.058
19 H 1.35193 -2.62282 -0.64300  C10 1.162
20 H 4.18398 1.80546 0.57442  O1 0.966
21 H 3.18904 -1.26080 -1.39268  C4 1.116
22 H -4.36306 1.12478 -1.19176  C5 1.101
23 H 1.32299 1.99423 0.35673  C7 1.137
24 H -4.35789 1.65423 0.46850  C5 1.077
25 H -3.25366 2.33590 -0.62327  C5 1.050
26 H -2.97241 -1.51309 0.09005  C11 1.034
27 H 1.86370 -2.31980 1.04559  C10 1.128
28 H -1.04663 -1.23837 0.11075  N3 1.021

Results
- 2S+1 = 1
- SMILES string = CC(C)=C/[NH+]=C(/C)N(C)CO
- HOMO-LUMO gap (eV) = 8.68
- net charge = +1

Verdict on stability: ii comes out on top.

i.
Entry from the OMol25 dataset: 2 unconnected molecules or ions with the total composition C4H12OS2 (ωB97M-V/def2-TZVPD).

Each atom is followed by the atoms it is bonded to, with distances in Å.
CARTESIAN COORDINATES (ANGSTROEM)
1 S 0.78674 0.76326 1.23967  S2 1.975, C7 1.813
2 S 0.37692 -1.15731 1.03393  S1 1.975, C4 1.852
3 O 0.15560 2.40374 -1.81956  H13 0.967, H15 0.964
4 C -0.92396 -1.48635 -0.24279  S2 1.852, C5 1.541, H14 1.091, H19 1.091
5 C -0.74161 -0.72426 -1.56953  C4 1.541, C6 1.535, H12 1.088, H16 1.076
6 C 0.03593 -1.51430 -2.63128  C5 1.535, H9 1.088, H10 1.092, H11 1.086
7 C -0.51924 1.52243 2.24155  S1 1.813, H8 1.089, H17 1.093, H18 1.092
8 H -0.93717 0.79848 2.93900  C7 1.089
9 H 0.04535 -0.96388 -3.57022  C6 1.088
10 H -0.45358 -2.45392 -2.89505  C6 1.092
11 H 1.03667 -1.77426 -2.29882  C6 1.086
12 H -1.76833 -0.63975 -1.92011  C5 1.088
13 H -0.40755 1.61893 -1.86787  O3 0.967
14 H -1.85988 -1.16262 0.21454  C4 1.091
15 H -0.05864 2.86020 -2.64069  O3 0.964
16 H -0.16031 0.15420 -1.35194  C5 1.076
17 H -1.29295 1.99969 1.63542  C7 1.093
18 H -0.09522 2.34716 2.81797  C7 1.092
19 H -0.98564 -2.55553 -0.45197  C4 1.091

Results
- 2S+1 = 1
- SMILES string = CCCSSC.O
- HOMO-LUMO gap (eV) = 9.32
- net charge = 0

ii.
Entry from the OMol25 dataset: 3 unconnected molecules or ions with the total composition C4H12OS2 (ωB97M-V/def2-TZVPD).

Each atom is followed by the atoms it is bonded to, with distances in Å.
CARTESIAN COORDINATES (ANGSTROEM)
1 S 0.46297 1.97227 0.67989  C7 1.774
2 S -0.58628 -1.31217 -0.95169  C4 1.733
3 O 0.68454 -2.75471 1.65646  H8 0.960, H15 0.964
4 C -1.22906 -0.62926 0.50520  S2 1.733, C6 1.541, H17 1.096, H19 1.134
5 C 1.53647 1.18970 -1.68857  C7 1.516, H9 1.082, H12 1.088, H13 1.088
6 C -2.30607 0.45840 0.32388  C4 1.541, H10 1.089, H14 1.076, H16 1.086
7 C 1.63917 0.96984 -0.19218  S1 1.774, C5 1.516, H11 1.108, H18 1.086
8 H 1.05874 -3.59566 1.38377  O3 0.960
9 H 1.35529 2.21895 -1.96771  C5 1.082
10 H -2.15811 1.06052 1.21920  C6 1.089
11 H 1.46229 -0.08861 0.08384  C7 1.108
12 H 2.44104 0.92742 -2.23416  C5 1.088
13 H 0.72909 0.64386 -2.17235  C5 1.088
14 H -2.00123 1.10240 -0.48288  C6 1.076
15 H 0.50445 -2.24674 0.85749  O3 0.964
16 H -3.29337 0.00795 0.27713  C6 1.086
17 H -1.63588 -1.46407 1.08776  C4 1.096
18 H 2.63424 1.25058 0.13997  C7 1.086
19 H -0.35133 -0.27587 1.12996  C4 1.134

Results
- 2S+1 = 1
- HOMO-LUMO gap (eV) = 4.93
- net charge = 0

iii.
Entry from the OMol25 dataset: 2 unconnected molecules or ions with the total composition C4H12OS2 (ωB97M-V/def2-TZVPD).

Each atom is followed by the atoms it is bonded to, with distances in Å.
CARTESIAN COORDINATES (ANGSTROEM)
1 S 0.01958 -2.07070 -1.22210  S2 2.231, C5 1.859
2 S 0.36348 -0.27930 0.06308  S1 2.231, C7 1.829
3 O 1.64070 5.75406 4.18156  H11 1.008, H18 0.994
4 C -1.84054 -2.85013 0.74851  C5 1.540, H8 1.088, H12 1.094, H16 1.039
5 C -1.70702 -2.58151 -0.76163  S1 1.859, C4 1.540, H10 1.127, H19 1.114
6 C 1.09510 2.01050 -1.65479  C7 1.591, H14 1.114, H15 1.086, H17 1.069
7 C -0.06741 1.12448 -1.02728  S2 1.829, C6 1.591, H9 1.166, H13 1.117
8 H -0.83591 -3.08499 1.09238  C4 1.088
9 H -0.86239 1.82366 -0.53764  C7 1.166
10 H -2.49021 -1.90774 -1.21243  C5 1.127
11 H 0.89505 5.23140 4.61415  O3 1.008
12 H -2.27605 -2.01999 1.31290  C4 1.094
13 H -0.72016 0.66821 -1.81084  C7 1.117
14 H 2.11304 1.88320 -1.22163  C6 1.114
15 H 1.15776 1.66520 -2.68210  C6 1.086
16 H -2.51547 -3.64022 0.77008  C4 1.039
17 H 0.82020 3.04345 -1.66916  C6 1.069
18 H 2.42497 5.16975 4.00631  O3 0.994
19 H -1.84618 -3.48450 -1.39896  C5 1.114

Results
- 2S+1 = 1
- SMILES string = CCSSCC.O
- HOMO-LUMO gap (eV) = 9.28
- net charge = 0

Verdict on stability: i comes out on top.